Here is the ion C4H8N3S with charge +1 in a non-equilibrium geometry from the OMol25 dataset. Energies are from ωB97M-V/def2-TZVPD.

Geometry as ORCA input:
```
! RIJCOSX wB97M-V def2-TZVPD def2/J DEFGRID3
* xyz 1 1
N 1.958 -1.070 0.046
C 0.790 -0.493 0.018
C 0.611 0.803 0.790
C -0.325 1.774 0.132
N -1.276 1.544 -0.619
C -1.514 -0.109 -0.874
S -2.664 -0.742 0.331
N -0.263 -0.854 -0.723
H 2.470 -0.679 0.785
H 2.439 -1.664 -0.638
H 1.557 1.232 1.210
H 0.146 0.491 1.691
H -0.035 2.865 0.232
H -1.748 -0.211 -1.938
H -2.086 0.032 1.308
H -0.317 -1.593 -1.435
*
```

Calculated values
SMILES string = [NH2+]=C1CC=N[C@H](S)N1
Molar mass = 130.196 g mol⁻¹
HOMO level = -13.38 eV
E = -19575.325 eV
Energy above the lowest of the compared OMol25 structures with the same formula, charge and spin = 186.1 kJ/mol


Here is a structure of composition C4H8N4 in a non-equilibrium geometry from the OMol25 dataset. Energies are from ωB97M-V/def2-TZVPD.

Geometry as ORCA input:
```
! RIJCOSX wB97M-V def2-TZVPD def2/J DEFGRID3
* xyz 0 1
C -3.072 -0.261 -0.114
C -0.760 -0.323 0.343
C 1.329 1.240 -0.196
C 1.433 -2.140 -0.224
H -2.992 -1.876 -0.247
H -3.740 0.427 -1.141
H -3.424 0.264 1.302
H -1.175 -1.215 1.037
H 2.277 1.042 -0.758
H 1.678 3.159 -0.035
H 2.216 -2.694 -0.183
H 0.493 -2.631 -0.483
N -1.675 0.364 -0.209
N 0.703 -0.102 0.205
N 0.784 2.417 0.058
N 1.772 -0.903 0.183
*
```

Calculated values
Molar mass = 112.136 g mol⁻¹
HOMO level = -8.58 eV
E = -10228.103 eV
Energy above the lowest of the compared OMol25 structures with the same formula, charge and spin = 978.3 kJ/mol


Here is a structure of composition C4H8N4 in a non-equilibrium geometry from the OMol25 dataset. Energies are from ωB97M-V/def2-TZVPD.

Geometry as ORCA input:
```
! RIJCOSX wB97M-V def2-TZVPD def2/J DEFGRID3
* xyz 0 1
C 1.158 1.750 -0.418
C -1.409 -0.947 1.300
C -0.304 -1.669 0.994
C 0.279 -1.051 -0.242
H 1.122 1.634 0.790
H 1.088 2.894 -0.889
H 2.128 1.128 -0.772
H -0.399 1.443 -2.240
H -2.388 0.650 0.207
H -2.148 -1.245 2.127
H -0.095 -2.641 1.479
H 1.854 -2.112 -0.457
N -0.138 1.258 -0.955
N -0.580 0.009 -0.560
N -1.485 0.212 0.508
N 1.317 -1.312 -0.873
*
```

Calculated values
Molar mass = 112.136 g mol⁻¹
HOMO level = -7.88 eV
E = -10233.307 eV
Energy above the lowest of the compared OMol25 structures with the same formula, charge and spin = 476.2 kJ/mol


Here is an isolated molecule of C4H8N4 in a non-equilibrium geometry from the OMol25 dataset. Energies are from ωB97M-V/def2-TZVPD.

Geometry as ORCA input:
```
! RIJCOSX wB97M-V def2-TZVPD def2/J DEFGRID3
* xyz 0 1
C -1.609 0.460 0.190
N -0.832 1.539 0.257
N 0.416 1.581 -0.359
C 1.021 0.266 -0.517
C 2.105 -0.305 0.162
C 0.643 -0.750 0.583
N -0.329 -1.643 0.036
N -1.488 -0.863 -0.366
H -2.667 0.560 0.667
H 0.958 2.333 -0.017
H 0.724 -0.194 -1.446
H 2.562 -1.209 -0.356
H 2.782 0.178 0.946
H 0.430 -0.251 1.563
H 0.105 -2.165 -0.816
H -2.219 -1.578 -0.028
*
```

Calculated values
SMILES string = C1=NN[C@H]2C[C@@H]2NN1
Molar mass = 112.136 g mol⁻¹
HOMO level = -7.57 eV
E = -10232.695 eV
Energy above the lowest of the compared OMol25 structures with the same formula, charge and spin = 535.2 kJ/mol


Here is an isolated molecule of C4H8N4 in a non-equilibrium geometry from the OMol25 dataset. Energies are from ωB97M-V/def2-TZVPD.

Geometry as ORCA input:
```
! RIJCOSX wB97M-V def2-TZVPD def2/J DEFGRID3
* xyz 0 1
C 0.380 1.799 0.716
C 0.131 0.565 -0.139
C -0.898 0.872 -1.336
N 1.345 0.002 -0.648
N 1.378 -1.217 -0.359
C 0.188 -1.529 0.331
N -0.032 -2.797 0.752
N -0.568 -0.493 0.527
H -0.573 2.206 1.053
H 0.976 1.531 1.590
H 0.913 2.544 0.119
H -0.413 1.645 -1.927
H -1.847 1.239 -0.954
H -1.024 -0.019 -1.945
H -0.722 -2.939 1.469
H 0.766 -3.407 0.750
*
```

Calculated values
SMILES string = CC1(C)N=NC(N)=N1
Molar mass = 112.136 g mol⁻¹
HOMO level = -9.28 eV
E = -10237.347 eV
Energy above the lowest of the compared OMol25 structures with the same formula, charge and spin = 86.3 kJ/mol


Here is an isolated molecule of C4H8N4 in a non-equilibrium geometry from the OMol25 dataset. Energies are from ωB97M-V/def2-TZVPD.

Geometry as ORCA input:
```
! RIJCOSX wB97M-V def2-TZVPD def2/J DEFGRID3
* xyz 0 1
H -3.071 0.761 -0.713
N -2.847 0.177 0.090
C -1.617 0.088 0.366
N -1.152 -0.739 1.328
C -0.493 0.850 -0.448
N 0.616 1.073 0.277
C 1.661 0.377 0.434
C 2.100 -0.761 -0.426
N -0.642 1.217 -1.651
H -1.584 1.085 -2.014
H -0.189 -0.593 1.653
H -1.851 -1.182 1.904
H 2.402 0.780 1.120
H 1.306 -1.068 -1.106
H 2.970 -0.460 -1.009
H 2.394 -1.606 0.195
*
```

Calculated values
SMILES string = [H]\N=C(N)/C(/N=C\C)=N\[H]
Molar mass = 112.136 g mol⁻¹
HOMO level = -9.31 eV
E = -10237.204 eV
Energy above the lowest of the compared OMol25 structures with the same formula, charge and spin = 100.2 kJ/mol


Here is an isolated molecule of C4H8N4O in a non-equilibrium geometry from the OMol25 dataset. Energies are from ωB97M-V/def2-TZVPD.

Geometry as ORCA input:
```
! RIJCOSX wB97M-V def2-TZVPD def2/J DEFGRID3
* xyz 0 1
H -0.163 -1.593 2.246
N 0.091 -0.654 1.927
C 0.502 -0.682 0.709
N 0.694 -1.797 -0.037
N 0.416 -1.729 -1.454
C 0.877 0.619 -0.032
C 0.286 1.862 0.605
N -0.276 1.300 -0.588
C -1.642 0.916 -0.528
O -2.065 -0.188 -0.830
H 0.081 -2.608 0.346
H 1.353 -1.382 -1.846
H -0.370 -1.114 -1.646
H 1.836 0.671 -0.515
H -0.269 1.717 1.508
H 0.880 2.812 0.478
H -2.231 1.851 -0.342
*
```

Calculated values
SMILES string = [H]/N=C(\NN)[C@@H]1CN1C=O
Molar mass = 128.135 g mol⁻¹
HOMO level = -9.53 eV
E = -12283.016 eV
Energy above the lowest of the compared OMol25 structures with the same formula, charge and spin = 330.1 kJ/mol


Here is an isolated molecule of C4H8N4O2S in a non-equilibrium geometry from the OMol25 dataset. Energies are from ωB97M-V/def2-TZVPD.

Geometry as ORCA input:
```
! RIJCOSX wB97M-V def2-TZVPD def2/J DEFGRID3
* xyz 0 3
C -0.656 0.748 -1.951
C -0.619 -0.423 -1.053
C -0.821 -0.337 0.287
C 1.953 0.655 1.181
N -0.565 1.947 -1.651
N -0.437 3.048 -1.411
N -0.874 -1.602 -1.771
N -0.725 -1.332 1.224
O 0.152 0.293 3.106
O -0.618 0.982 0.769
S 0.421 1.291 2.034
H -0.997 0.559 -3.060
H 2.817 1.187 1.465
H 2.352 -0.368 1.539
H 1.831 0.767 0.058
H -0.788 -2.394 -1.185
H -0.427 -1.566 -2.668
H -1.089 -2.198 0.889
H -0.909 -1.258 2.198
*
```

Calculated values
Molar mass = 176.201 g mol⁻¹
HOMO level (spin up / spin down) = -5.30 / -8.29 eV
E = -25162.120 eV
Energy above the lowest of the compared OMol25 structures with the same formula, charge and spin = 0.0 kJ/mol


Here is an isolated molecule of C4H8N4OS in a non-equilibrium geometry from the OMol25 dataset. Energies are from ωB97M-V/def2-TZVPD.

Geometry as ORCA input:
```
! RIJCOSX wB97M-V def2-TZVPD def2/J DEFGRID3
* xyz 0 1
C 1.976 -0.448 -0.157
C 0.654 -0.491 -1.025
C 1.610 0.744 0.767
C -0.398 -0.194 -0.052
N -1.149 -1.543 0.396
N -2.344 -1.445 0.244
N 0.259 0.392 1.049
N -2.875 -0.386 -0.168
O -1.886 2.046 0.177
S -1.814 0.905 -0.721
H 1.967 -1.329 0.434
H 2.936 -0.384 -0.622
H 0.821 0.264 -1.902
H 0.437 -1.414 -1.402
H 2.350 0.680 1.695
H 1.667 1.686 0.161
H -0.304 1.177 1.469
H -3.906 -0.261 -0.343
*
```

Calculated values
Molar mass = 160.202 g mol⁻¹
HOMO level = -8.74 eV
E = -23117.422 eV
Energy above the lowest of the compared OMol25 structures with the same formula, charge and spin = 131.1 kJ/mol


Here is a cluster of 2 separate species, C4H8N5O2 in total in a non-equilibrium geometry from the OMol25 dataset. Energies are from ωB97M-V/def2-TZVPD.

Geometry as ORCA input:
```
! RIJCOSX wB97M-V def2-TZVPD def2/J DEFGRID3
* xyz 1 1
C -1.014 -0.920 -2.209
C -1.863 1.197 1.255
C -0.706 0.835 -0.730
C -0.804 -0.436 0.044
N -1.091 0.453 -2.036
N -1.643 1.700 0.002
N -0.988 -1.448 -0.808
N -1.249 -0.162 1.270
N 1.666 -0.526 0.723
O -1.059 -1.587 -3.186
O -2.338 1.598 2.260
H 0.409 1.269 -0.927
H -1.695 0.925 -2.653
H -2.129 2.577 -0.228
H -1.273 -2.342 -0.426
H -1.649 -0.762 1.977
H 2.206 -0.770 -0.085
H 1.647 -1.421 1.161
H 2.154 0.141 1.276
*
```

Calculated values
Molar mass = 158.141 g mol⁻¹
HOMO level = -14.66 eV
E = -15816.669 eV
Energy above the lowest of the compared OMol25 structures with the same formula, charge and spin = 55.2 kJ/mol